The following is a quantum chemistry calculation of a molecular structure, C39H67BClF6KN5O16P2 at a distorted geometry, from OMol25.

Structure (XYZ):
```
138
Properties=species:S:1:pos:R:3:lowdin_charge:R:1
H 0.38573 -1.14738 3.37968 0.087
H -1.42462 0.74217 9.97209 0.076
H 4.08233 -3.51507 -5.81391 0.116
H -1.15094 0.36796 5.08918 0.075
H 4.80066 -0.46113 0.48436 0.130
C 2.69087 0.73936 1.78619 0.028
C 0.71625 0.98902 3.62346 -0.110
H 6.07812 3.40310 0.24067 0.102
C -3.71974 4.60255 6.74672 -0.261
H 1.84761 -2.87920 4.67956 0.166
H 0.86437 -6.07343 -6.74407 0.115
H -4.86524 -1.01438 1.07171 0.113
O -1.30377 -0.31327 -3.33944 0.217
H -2.54400 1.27526 3.15957 0.096
C 3.53663 -6.00091 -6.47723 -0.085
H -5.37257 -0.30749 2.69532 0.107
H 1.29861 0.78164 4.56061 0.122
F 0.01194 0.12023 -1.39965 0.095
H -8.15559 0.55888 -5.99535 0.136
H -2.48791 -0.95781 1.68675 0.103
H 3.18429 -6.73163 -7.20674 0.141
N 6.91366 -4.89871 -3.33098 -0.001
H -6.56074 -0.23234 -5.97174 0.140
H 1.85411 -1.22329 2.00782 0.134
H 2.53942 -0.82522 4.47216 0.105
H -5.54092 5.85105 4.20536 0.051
C 6.76242 -3.80344 -2.53584 -0.140
H 0.14620 6.28203 1.47969 0.071
O 0.49005 5.42810 1.81702 -0.302
C -6.13745 3.68625 3.88099 -0.259
C -2.55312 0.12659 -3.42551 -0.408
N 2.55884 -4.82375 -6.52604 -0.355
O -4.30509 0.41728 -1.80335 0.136
C -7.48064 1.51667 -3.52356 -0.548
C -4.60064 -0.27973 1.87887 -0.183
O 5.91214 3.25246 -0.71704 -0.172
H 1.18977 -5.53585 -5.06771 0.108
C 1.17618 -5.24102 -6.11410 0.025
H 4.92466 5.64669 -0.97312 0.091
O -2.30135 -0.38058 -1.19512 0.204
H 4.29225 -6.21444 -3.32671 0.119
H 8.03955 -2.94748 -0.98390 0.088
C 8.71838 -4.79849 -2.05311 -0.105
C -6.49796 1.88796 -5.50368 -0.337
H 1.81820 -3.49017 -7.99990 0.115
H -0.54261 -0.12532 2.11855 0.124
C -5.27607 2.47481 3.36154 -0.239
H -0.95582 2.62957 8.37553 0.103
H 6.24412 -5.20104 -4.01956 0.107
C -0.48904 1.64726 8.24844 -0.322
K 4.97142 4.38851 -2.93451 1.056
O 4.24682 0.28842 -1.35108 0.051
H 0.03502 -0.07494 9.43690 0.076
O 4.17015 -5.74150 -4.16175 -0.086
H 2.81516 -3.92344 -4.60465 0.104
C -3.59140 6.05790 6.98008 -0.059
C 8.10461 -5.51340 -3.05143 -0.139
O -3.08492 0.49914 -4.43951 0.131
O -7.36342 0.29844 -4.12203 0.063
H -4.66389 1.00146 0.12992 0.077
N 2.17098 3.28680 1.15106 -0.264
N -3.81952 3.47631 6.56362 0.151
H -3.39253 -1.75293 3.03542 0.116
C -2.74949 0.25863 3.57235 -0.208
C 3.53626 1.34112 0.74810 0.006
C -5.51395 2.13285 1.84983 -0.198
H 0.51307 1.79196 7.84042 0.106
H 3.57611 -1.31485 1.57463 0.118
O -7.13957 2.51794 -4.38766 0.081
P 1.68294 5.00089 0.75161 0.675
C 2.85646 -0.75611 2.21549 -0.080
H -6.32303 5.53961 2.62641 0.070
C 4.63766 0.54871 0.01961 -0.104
H 2.18109 -5.13804 -8.58935 0.111
C 3.19988 2.76397 0.43491 -0.151
H 5.65455 1.02473 0.05537 0.138
O -1.24227 0.90259 7.29759 -0.109
H 8.40973 -6.40105 -3.58193 0.104
C -3.23880 -0.77574 2.49593 -0.197
C -4.45514 1.15332 1.21783 -0.194
N 1.42274 2.79555 2.10679 0.133
C -1.42127 -0.27139 4.20919 -0.194
H 5.88513 -3.18878 -2.61883 0.085
H -3.42134 1.57535 1.27312 0.105
H -7.71248 2.60417 -7.14652 0.083
F -0.72169 -2.04229 -1.81486 0.106
C -3.18164 0.08504 -2.07432 -0.393
P 4.21991 3.51969 -0.90573 0.586
C -6.68915 2.68925 -6.77231 -0.023
H -2.13034 0.78557 7.65645 0.088
H -7.22187 3.60508 3.62726 0.104
C 3.02150 -3.68268 -5.64177 0.027
H -6.01155 2.34168 -7.55371 0.087
C -5.62434 5.09154 3.38220 -0.126
F 3.83236 1.52342 -4.30417 -0.721
H 9.67353 -5.02908 -1.60853 0.092
H -1.48689 -1.32159 4.59573 0.116
H 2.73698 -7.09053 -4.76913 0.123
C 2.51564 -4.32405 -7.94672 0.012
C 3.33826 -0.93693 3.70494 -0.145
H -5.43151 1.80474 -5.27121 0.151
O 2.35442 -3.91997 3.08447 0.133
H -3.49739 0.36295 4.40260 0.116
C 3.68377 -6.66921 -5.11844 -0.210
O 3.80229 -2.32273 3.81375 -0.058
Cl 0.86756 4.92530 -1.17952 0.304
H -3.79430 6.59925 6.05655 0.071
B -1.04527 -0.66920 -1.92313 -1.030
H 3.51664 -4.00066 -8.22851 0.115
O 3.83308 2.80467 -2.21799 -0.440
C -7.17193 0.54509 -5.51533 -0.105
O -7.83835 1.68834 -2.40333 0.161
C -0.42168 0.90769 9.57096 -0.091
H -4.62902 4.96828 2.88265 0.066
H -2.58168 6.29126 7.31618 0.077
F 5.92360 -1.25618 -1.59548 0.135
H -4.20085 2.75946 3.50089 0.088
O 4.06358 5.20239 -1.17354 -0.390
C 1.63686 1.52226 2.47541 -0.096
F 3.80415 -1.94016 -1.21102 0.138
H 0.50750 -4.39168 -6.24669 0.121
C 4.60199 -0.95946 -1.75478 -0.633
C 7.86393 -3.71015 -1.72574 -0.103
H -5.46904 1.59296 4.03017 0.102
H -4.30267 6.37424 7.74216 0.084
H -5.56621 3.05170 1.21415 0.111
H -6.51054 1.61353 1.79215 0.120
H 0.16042 1.46954 10.30432 0.075
C 2.61780 -3.07923 3.87675 -0.338
H -6.08028 3.66470 5.00315 0.075
H 2.45260 -2.79310 -5.91330 0.122
H 4.23779 -0.30247 3.86905 0.142
C -0.20148 -0.21047 3.17549 -0.158
H 4.49900 -5.60382 -6.80435 0.141
F 4.37481 -1.02401 -3.09057 0.147
H -6.50531 3.74947 -6.59095 0.086
H 4.40292 -7.48927 -5.20355 0.137
H 0.02385 1.82932 3.90983 0.130
```

Computed properties:
Gap between HOMO and LUMO ... 0.1284 hartree
Maximum force ... 10.7 eV Å⁻¹
Charge ... +1

The following is a quantum chemistry calculation of a molecular structure, C39H67BrF3N2O19P2S5 at a distorted geometry, from OMol25.

Structure (XYZ):
```
138
Properties=species:S:1:pos:R:3:lowdin_charge:R:1
H 4.20738 2.26452 2.00011 0.096
H -3.22946 3.06016 3.43160 0.100
H -4.90127 8.44156 -0.45571 0.113
H -0.67877 2.71649 -2.99186 0.156
H 2.25869 -0.34046 1.29412 0.066
O -5.59384 1.48886 0.61891 -0.004
C -8.42021 -5.63273 7.02208 -0.218
H 6.21271 -2.13433 -1.73300 0.117
S 4.41381 -4.26787 -0.31124 0.686
C -2.31355 -1.47116 -1.48069 -0.681
C -1.50957 0.78901 -2.08603 -0.154
O -4.64062 -1.03082 -0.97087 -0.130
F -4.36515 3.35966 -1.35996 0.002
O 0.15071 -2.53143 -3.80614 -0.313
H -3.09425 2.24557 6.16084 0.087
H 4.15884 3.89614 4.10267 0.121
H 3.01526 0.30996 5.39096 0.110
H -6.99031 -4.84394 8.46808 0.109
H 4.74822 0.05876 5.76304 0.110
H 6.98467 -1.21801 -4.69170 0.101
O 3.35255 -3.38187 0.12371 -0.362
C 4.59470 2.07067 3.00180 -0.229
H -0.00480 2.21002 0.21470 0.111
H -4.00595 -0.31648 6.89243 0.095
H 6.87542 -3.39627 -2.77644 0.085
C -3.52533 1.49609 5.36668 -0.059
H 2.77916 2.79967 3.91431 0.120
O 10.13056 -2.37482 -4.11864 -0.322
C 8.18063 -0.34734 -6.29304 -0.220
H -6.34142 -6.14873 7.42828 0.110
H 1.06710 -1.89093 1.50388 0.110
C 3.86104 2.84366 4.08761 -0.223
C -4.70541 -1.02040 4.64661 -0.026
C -0.06102 2.79851 -0.79312 -0.197
H -3.56677 5.22876 -1.49224 0.067
C -3.58327 -0.41519 -1.75781 -0.268
C 4.89923 -3.83160 -1.97428 -0.219
O -2.19694 -1.29870 -4.72298 -0.187
H 5.67009 2.26930 3.03522 0.116
H 8.72777 -1.10836 -8.26631 0.120
S -2.84113 7.45555 -1.04629 0.664
O -4.08538 -3.95117 -1.56884 -0.313
H -3.83545 9.61134 -1.29633 0.113
H 1.07661 -0.69500 -2.20588 0.149
N 0.61202 -0.36454 -0.11775 -0.130
H -5.24842 -1.26475 2.21172 0.101
H 5.24142 2.35739 5.67193 0.123
H -5.10968 -2.07761 4.94408 0.051
H -2.62203 2.66289 0.35470 0.141
H 7.46160 -2.03187 -7.43854 0.121
H 3.56762 2.48568 6.22183 0.120
H -0.10463 0.09463 -5.53280 0.122
O -6.29482 -2.78370 6.94075 -0.339
H 10.43624 -1.93346 -6.69459 0.114
H -8.48896 -3.25690 5.56761 0.114
H -8.67666 -6.65888 7.30341 0.120
C 1.31974 3.72839 -0.86576 -0.073
O 3.69117 3.53482 -1.78435 -0.055
C 6.29499 -3.21998 -1.86545 -0.219
O -2.83624 7.01500 0.33442 -0.336
C -8.49359 -5.42640 5.50991 -0.225
H 1.15215 4.63660 -1.62076 0.153
H 6.15959 -4.43870 1.30793 0.114
O 3.11472 -0.09289 2.81433 -0.351
P -0.75028 -1.19333 -3.73734 0.796
C -4.20055 8.58298 -1.28398 -0.232
C 0.25778 -1.03639 -1.40629 -0.227
H 9.47318 -3.38663 -7.10910 0.113
H 3.97235 1.29442 -0.76330 0.151
H -5.41132 -1.36451 -1.53203 0.152
C -4.20139 0.94892 2.68328 -0.090
H 4.17962 -3.12061 -2.38800 0.100
H 7.30421 0.25548 -6.55072 0.117
H 8.43299 -0.33051 -4.12653 0.108
O 4.30338 -5.70898 -0.22671 -0.312
H -2.79268 5.99938 -2.91056 0.107
C 5.93412 -3.77111 0.47458 -0.226
C 6.96950 -3.83181 -0.63854 -0.212
H 0.34258 -2.21286 -1.22237 0.152
H -9.13835 -4.96714 7.51624 0.122
H -0.18852 0.04903 0.39813 0.059
H 0.67133 1.49738 -2.49987 0.125
C 9.44330 -2.39174 -6.66157 -0.232
H -1.85404 0.78888 -3.23417 0.117
H -0.94060 3.59560 -0.66434 0.119
H -5.09099 6.20047 -3.54815 0.119
F -3.59108 2.59911 -3.45431 0.013
O 8.02439 -3.60865 -4.81433 -0.332
H -7.54830 -3.93894 4.20343 0.109
C -2.99389 1.09955 -1.35540 -0.102
S 8.95232 -2.50592 -4.95232 0.668
C 4.20163 2.13891 5.39983 -0.215
Br -2.31706 -1.95178 0.50475 0.855
O -5.29754 -4.66166 5.55474 -0.325
H -0.50314 -4.23972 -1.83315 0.067
O 0.25864 0.00152 -4.58356 -0.180
C -3.48626 6.14775 -2.07833 -0.243
C -4.81982 8.15137 -2.60495 -0.222
S 4.34279 0.36006 3.43305 0.694
C 8.02883 -0.97720 -4.90945 -0.233
O -1.66732 8.01094 -1.68648 -0.324
H 2.30524 -1.71743 0.00894 0.081
C -4.85290 6.62424 -2.56753 -0.217
H 7.23772 -4.87469 -0.84566 0.127
H -5.63080 6.29332 -1.86874 0.123
H 7.88314 -3.29487 -0.36729 0.123
H 1.42822 4.20206 0.22299 0.147
C 4.03498 0.63763 5.17082 -0.219
C 1.56475 -1.14603 0.75097 -0.110
H -2.12193 0.93516 0.86068 0.108
P -2.59100 -3.28007 -2.15445 0.941
H 4.90827 -4.74501 -2.57534 0.113
H -7.93435 -6.22048 5.00087 0.122
O -1.34375 -4.20284 -1.28866 -0.359
N -1.08402 -0.70168 -2.01348 -0.236
O 5.59687 -0.34972 3.27830 -0.320
C -4.34421 1.36591 1.06953 -0.227
O 2.97047 1.49027 -0.74762 -0.022
S -6.39770 -4.07489 6.29060 0.653
C -2.95570 1.52108 0.23698 -0.059
C -7.00178 -5.27796 7.46507 -0.223
C 2.68541 2.87468 -1.14878 -0.271
C -4.03909 2.09908 -2.12820 -0.136
H 5.80456 -2.74675 0.83646 0.107
H 9.05188 0.31884 -6.30151 0.122
H -3.94129 -0.58222 -2.86606 0.172
H -5.81907 8.57609 -2.73814 0.121
H -2.55775 -0.37990 -4.94383 0.105
H -9.52489 -5.45215 5.14608 0.120
C -4.06801 -0.00120 5.76278 -0.039
C 8.39922 -1.48241 -7.29226 -0.225
C -3.58032 1.98067 3.79880 -0.031
H -3.85836 -4.90351 -1.32552 0.092
F -5.39215 1.47636 -2.38630 0.022
H -4.19429 8.48724 -3.44062 0.123
C -4.77689 -0.57516 3.06232 -0.008
C -7.84112 -4.07765 5.24554 -0.236
C -0.37069 1.94932 -2.13080 -0.115
```

Computed properties:
Gap between HOMO and LUMO ... 0.2407 hartree
Maximum force ... 8.8 eV Å⁻¹
Charge ... +1